[1]
The following is a quantum chemistry calculation of a molecular structure, C33H33HgO2P3, from the Open Molecules 2025 dataset.

```
72
Properties=species:S:1:pos:R:3:forces:R:3:mulliken_spin:R:1
Hg 2.39613 -1.58685 -1.14832 -0.1 0.0 0.7 0.395
O 1.51825 1.11857 -0.02321 -0.1 0.0 -0.2 0.012
P 0.50130 1.31636 -1.09337 -0.1 0.0 -0.1 -0.009
C -1.13765 0.56197 -0.80706 0.1 0.0 0.2 -0.008
P -1.21776 -0.98871 0.16184 0.1 0.0 0.0 0.023
O 0.09212 -1.54006 0.62791 -0.1 0.0 -0.2 0.053
C -2.06655 -2.14163 -0.93661 0.0 -0.1 0.0 -0.028
C -1.47414 -3.38470 -1.14268 0.0 0.0 0.0 0.018
C -2.09278 -4.32403 -1.95776 0.0 0.0 0.0 -0.001
C -3.30521 -4.02603 -2.56041 0.0 0.0 0.0 0.001
C -3.90200 -2.78671 -2.35640 0.0 0.0 0.0 0.000
C -3.28429 -1.84526 -1.55017 0.1 0.0 0.0 0.003
C -2.31863 -0.59998 1.53159 0.0 -0.1 0.1 0.002
C -3.52112 0.08995 1.37935 0.0 0.0 0.0 0.000
C -4.33134 0.32189 2.47782 0.0 0.0 0.0 0.000
C -3.94574 -0.12975 3.73442 0.0 0.0 0.0 0.000
C -2.75050 -0.81481 3.89164 0.0 0.0 0.0 0.001
C -1.93806 -1.05121 2.79129 0.0 0.0 0.0 0.000
C 1.04658 0.77039 -2.72986 -0.1 0.1 -0.1 0.057
C 0.31289 -0.05872 -3.57818 0.0 0.0 0.1 0.006
C 0.70381 -0.22582 -4.90032 0.0 0.0 0.0 0.007
C 1.82176 0.43673 -5.38165 0.0 0.0 0.0 0.006
C 2.57206 1.25020 -4.53866 0.0 0.0 0.0 0.000
C 2.18417 1.42214 -3.22215 0.0 -0.1 0.0 0.020
C 0.05993 3.03831 -1.38088 0.1 0.1 0.1 -0.003
C 0.61115 4.01233 -0.55509 0.0 -0.1 0.0 0.001
C 0.28116 5.34815 -0.74673 0.0 0.0 0.0 0.000
C -0.59620 5.70638 -1.75834 0.0 0.0 0.0 0.000
C -1.14123 4.73402 -2.59095 0.0 0.0 0.0 0.001
C -0.81372 3.40197 -2.40607 0.0 0.0 0.0 0.005
H -1.63200 0.41311 -1.76617 -0.1 0.1 0.0 0.001
H -1.69246 1.32263 -0.25539 0.0 0.0 0.0 0.000
H -0.52905 -3.60113 -0.66041 0.0 0.0 0.0 0.007
H -1.63218 -5.29046 -2.11621 0.0 0.0 0.0 0.000
H -3.79049 -4.76048 -3.18984 0.0 0.0 0.0 0.000
H -4.85166 -2.56091 -2.82320 0.0 0.0 0.0 0.000
H -3.75591 -0.88070 -1.40352 0.0 0.0 0.0 0.000
H -3.83393 0.45294 0.40727 0.0 0.0 0.0 0.000
H -5.26719 0.85135 2.35781 0.0 0.0 0.0 0.000
H -4.58160 0.04938 4.59157 0.0 0.0 0.0 0.000
H -2.45556 -1.17328 4.86955 0.0 0.0 0.0 0.000
H -0.99999 -1.57902 2.89167 0.0 0.0 0.0 -0.004
H -0.56579 -0.57935 -3.21456 0.0 0.0 -0.1 -0.030
H 0.12171 -0.85715 -5.55860 0.0 0.0 0.0 0.000
H 2.11026 0.32341 -6.41855 0.0 0.0 0.0 0.001
H 3.44202 1.76853 -4.91953 0.0 0.0 0.0 0.000
H 2.74590 2.07889 -2.56743 0.0 0.0 0.0 -0.005
H 1.29333 3.70942 0.23017 0.0 0.0 0.0 -0.001
H 0.70950 6.10685 -0.10474 0.0 0.0 0.0 0.000
H -0.85850 6.74616 -1.90362 0.0 0.0 0.0 0.000
H -1.81886 5.01777 -3.38566 0.0 0.0 0.0 0.000
H -1.22791 2.64714 -3.06635 0.0 0.0 0.0 0.000
C 2.64937 -3.49975 2.31243 -0.2 0.0 -0.1 0.024
P 2.90726 -1.88757 1.53380 0.4 0.2 -0.6 0.357
C 4.71986 -1.71758 1.50942 0.0 0.0 0.1 0.015
C 2.35710 -0.63375 2.69150 -0.1 0.0 0.0 0.022
C 1.49046 -0.95018 3.73471 0.1 0.0 0.1 0.022
C 1.16076 0.01254 4.67613 0.0 0.0 0.0 -0.014
C 1.67450 1.29639 4.56498 0.0 0.0 0.0 0.028
C 2.51810 1.62109 3.51093 0.0 0.0 0.0 -0.017
C 2.84822 0.66522 2.56564 0.0 0.0 0.1 0.016
H 1.58734 -3.72973 2.38065 0.0 0.0 0.0 0.000
H 3.09286 -3.48836 3.30915 0.0 0.0 0.0 0.010
H 3.13528 -4.26093 1.70366 0.0 0.0 0.0 -0.001
H 5.10474 -1.65623 2.52827 0.0 0.0 0.0 0.006
H 5.00919 -0.82300 0.96105 0.0 0.0 0.0 0.002
H 5.14703 -2.58697 1.00865 0.0 0.0 0.0 -0.003
H 1.08459 -1.94944 3.82779 0.0 0.0 0.0 0.006
H 0.51074 -0.24151 5.50329 0.0 0.0 0.0 -0.001
H 1.41432 2.04545 5.30134 0.0 0.0 0.0 0.001
H 2.92091 2.62188 3.42724 0.0 0.0 0.0 -0.001
H 3.47332 0.93221 1.72412 0.0 0.0 0.0 0.000
```
Positions in Å, forces in eV/Å.

Properties
Energy = -70889.811 eV
Spin multiplicity = 2
Orbital gap (alpha / beta) = 8.201 / 6.892 eV
Charge = +1
⟨S²⟩ = 0.76



[2]
The following is a quantum chemistry calculation of a molecular structure, C33H33N2O2P2S2Tl at a distorted geometry, from the Open Molecules 2025 dataset.

```
75
Properties=species:S:1:pos:R:3:forces:R:3:mulliken_charge:R:1
Tl -1.94053 1.14868 -2.46630 0.2 0.3 -0.1 0.510
O -3.53482 0.14603 -1.13310 -1.0 -1.4 0.0 -0.668
N -4.48855 -0.66637 -1.66370 1.4 1.9 -1.0 0.420
C -4.89755 -1.74277 -0.98856 -0.3 -0.2 0.4 -0.109
C -5.93170 -2.50072 -1.48842 -0.1 -0.8 0.8 -0.669
C -6.47469 -2.22686 -2.72615 0.0 0.8 -0.5 -0.163
C -5.97010 -1.13302 -3.44825 -1.0 -1.3 0.1 -0.762
C -4.93745 -0.34923 -2.95508 0.2 -0.7 0.6 0.446
S -4.20864 0.79276 -4.01104 0.1 0.1 0.5 -0.496
H -4.40444 -2.00408 -0.04369 -0.1 0.6 -0.5 0.435
H -6.31915 -3.32340 -0.87337 0.3 0.3 -0.4 0.352
H -7.27619 -2.87755 -3.08631 0.3 0.5 -0.1 0.376
H -6.33403 -0.88495 -4.44306 0.0 -0.1 0.3 0.363
N 1.21796 2.99598 1.29570 1.1 0.5 -0.9 -0.071
P 1.69314 2.85570 -0.37817 -0.8 -0.3 1.2 -0.229
C 2.89502 4.17857 -0.49362 -1.0 1.8 0.0 0.718
C 2.42578 5.27723 -1.25625 0.7 -1.3 0.6 -0.615
C 3.17062 6.42218 -1.30440 0.4 1.5 -1.1 -0.341
C 4.33511 6.62861 -0.55406 -0.9 -2.2 0.1 -0.545
C 4.79754 5.51866 0.15192 -0.1 -0.1 1.2 -0.559
C 4.05380 4.31796 0.24382 0.4 1.3 -1.5 -0.473
C 2.87070 1.48923 -0.38908 -0.1 -1.8 -0.7 0.458
C 3.21591 1.07958 -1.70634 1.3 -1.2 0.5 -0.621
C 4.03768 -0.08343 -1.94793 -1.6 0.7 -0.2 -0.718
C 4.11631 -0.99756 -0.89222 0.6 0.0 0.1 -0.368
C 3.70997 -0.64628 0.38687 0.1 0.7 2.1 -0.376
C 3.18795 0.64127 0.69209 0.1 -0.7 -0.6 0.265
P -0.29904 2.84326 2.10738 0.2 -0.5 -0.9 -0.198
C 0.33965 3.03898 3.78181 -0.3 0.5 1.1 0.227
C -0.38296 3.85014 4.70030 1.2 0.6 -0.7 -0.528
C 0.13218 4.18491 5.94434 2.0 -2.6 -0.9 -0.677
C 1.36432 3.57507 6.31803 -1.4 1.1 -0.3 -0.452
C 2.01647 2.72819 5.45722 1.0 -1.1 -0.2 -0.743
C 1.53034 2.43159 4.18893 -1.0 -0.2 0.5 0.311
C -0.47215 1.01658 2.04703 -1.0 -1.0 1.0 1.002
C -1.00227 0.29660 3.16130 -0.2 1.5 -0.5 -0.450
C -1.59242 -0.95778 3.05497 1.3 2.4 -0.5 -0.880
C -1.46747 -1.60263 1.86326 0.1 -1.9 -0.8 -0.430
C -0.86407 -1.01427 0.77155 0.1 1.8 0.8 -0.952
C -0.44158 0.34841 0.84256 -0.1 -2.1 -0.5 -0.240
H 1.99113 3.30845 1.87477 -0.2 -0.1 0.1 0.449
H 1.50580 5.11170 -1.79822 0.0 0.4 -0.3 0.339
H 2.93797 7.17534 -2.06130 -0.4 0.1 0.5 0.321
H 4.81448 7.57446 -0.52865 0.5 0.5 -0.2 0.429
H 5.69871 5.58948 0.76861 -0.2 0.0 -0.3 0.332
H 4.44513 3.46836 0.73069 0.5 -0.7 0.8 0.440
H 2.79462 1.61751 -2.55049 0.4 0.2 0.0 0.360
H 4.42506 -0.31942 -2.97834 -0.6 0.2 1.3 0.308
H 4.54325 -1.99729 -0.98157 0.0 0.3 -0.4 0.365
H 3.89037 -1.34840 1.26305 -0.3 0.8 -1.4 0.280
H 2.95141 0.92621 1.73781 0.1 -0.3 -0.9 0.047
H -1.23806 4.40819 4.36794 -0.5 -0.2 -0.3 0.355
H -0.40551 4.74923 6.63226 -0.8 1.1 1.0 0.491
H 1.78308 3.81377 7.27394 0.2 -0.1 0.4 0.381
H 2.92082 2.18824 5.77367 -0.4 0.5 0.0 0.349
H 1.93437 1.59697 3.61046 0.2 0.6 0.0 0.241
H -1.04199 0.89699 4.06400 -0.3 -0.4 0.3 0.346
H -2.20985 -1.29122 3.81568 -0.7 -1.0 1.6 0.490
H -1.76188 -2.66313 1.83597 -0.2 0.6 -0.4 0.390
H -0.80757 -1.55525 -0.13373 0.2 -0.5 -0.9 0.685
H -0.05381 0.75478 -0.08085 0.0 0.4 0.0 0.044
O -0.53803 -3.92133 -1.67878 -0.9 -0.3 -0.7 -0.575
S -1.60649 -4.92950 -2.03099 0.5 0.5 -0.8 0.392
C -1.61214 -5.35550 -3.95303 2.4 0.0 1.7 -0.712
C -1.65669 -6.88694 -4.05743 -0.5 0.0 0.2 -0.475
C -1.14764 -7.55299 -2.69684 -1.1 -0.2 0.0 -0.547
C -0.80271 -6.49010 -1.62923 -0.4 -0.9 0.1 -0.516
H -0.56436 -5.04783 -4.17852 -0.7 0.1 0.0 0.269
H -2.28425 -4.75933 -4.56352 -0.3 -0.1 0.4 0.461
H -1.01952 -7.18652 -4.90970 -0.3 0.0 0.5 0.269
H -2.69701 -7.18348 -4.32008 0.7 -0.1 0.4 0.272
H -0.28147 -8.19450 -2.86555 0.0 0.2 -0.1 0.310
H -1.92840 -8.22545 -2.28215 0.3 0.4 -0.5 0.223
H 0.27338 -6.31015 -1.65320 -0.1 0.4 0.2 0.278
H -1.12287 -6.75660 -0.57670 0.4 0.2 -1.3 0.358
```
Positions in Å, forces in eV/Å.

Properties
Energy = -86769.912 eV
Spin multiplicity = 1
Orbital gap = 8.047 eV
Charge = 0



[3]
The following is a quantum chemistry calculation of a molecular structure, C33H34BF4FeN8SbSe5, from the Open Molecules 2025 dataset.

```
87
Properties=species:S:1:pos:R:3:forces:R:3:mulliken_spin:R:1
Fe -0.57455 0.16657 -0.15726 0.0 0.1 -0.2 2.000
C 0.30154 -2.23483 3.25358 0.1 -0.1 -0.1 -0.007
C -0.34916 -1.33417 2.41106 0.0 -0.2 0.0 -0.015
N 0.17090 -1.03106 1.23084 0.3 -0.1 0.0 -0.062
C 1.30145 -1.67671 0.84542 -0.1 0.2 -0.2 0.018
C 1.89846 -2.59031 1.68715 -0.1 0.0 0.1 -0.002
N 1.42457 -2.84973 2.91019 -0.1 0.1 0.0 0.004
C 1.81487 -1.29738 -0.50354 -0.2 0.0 0.2 -0.039
C 2.94360 -1.77704 -1.12904 0.0 0.1 -0.1 0.181
C 3.23490 -1.26341 -2.42853 0.0 -0.1 0.0 -0.006
C 2.40694 -0.33186 -3.01287 0.0 0.0 0.1 0.027
C 1.25361 0.11226 -2.32377 0.1 -0.1 0.0 0.119
N 1.02414 -0.40304 -1.08620 0.2 0.1 0.2 0.119
C 0.26484 1.05046 -2.71474 0.0 0.0 0.0 0.100
C 0.23070 1.75657 -3.93852 0.0 0.0 0.1 0.035
N -0.67960 2.64715 -4.23404 0.1 0.0 -0.1 0.014
C -1.63839 2.87100 -3.29812 -0.1 0.0 0.2 0.198
C -1.66730 2.18340 -2.10531 -0.1 0.0 -0.1 -0.074
N -0.74043 1.27906 -1.79164 0.1 -0.1 0.0 0.158
C 4.44452 -1.72326 -3.14208 0.0 0.1 0.0 -0.043
C 4.49636 -1.81023 -4.53315 0.0 0.0 0.0 0.020
C 5.66553 -2.21712 -5.15001 0.0 0.0 0.0 -0.001
N 6.78049 -2.54909 -4.49852 0.0 0.0 0.0 0.011
C 6.72339 -2.48168 -3.16988 0.0 0.0 0.0 -0.003
C 5.60388 -2.08506 -2.45842 0.0 0.0 0.0 0.022
H -0.10987 -2.45484 4.23140 0.0 0.0 0.0 0.000
H -1.27446 -0.84076 2.68279 0.0 0.0 0.0 0.015
H 2.79062 -3.11857 1.37762 0.0 0.0 0.0 0.001
H 3.54650 -2.55617 -0.68911 0.0 0.0 0.0 0.028
H 2.66023 0.09376 -3.97438 0.0 0.0 0.0 0.005
H 0.99448 1.56276 -4.68564 0.0 0.0 0.0 0.007
H -2.39515 3.60670 -3.53109 0.0 0.0 0.0 0.017
H -2.45290 2.33813 -1.37458 0.0 0.0 0.0 0.014
H 3.62112 -1.59038 -5.12939 0.0 0.0 0.0 -0.002
H 5.70776 -2.28747 -6.23181 0.0 0.0 0.0 0.000
H 7.62964 -2.75691 -2.64011 0.0 0.0 0.0 0.000
H 5.64118 -2.03639 -1.37859 0.0 0.0 0.0 0.006
Se -0.11356 -6.01034 0.65102 0.1 0.0 0.1 0.293
Sb -2.17131 -5.15499 -0.31916 0.1 0.0 0.0 0.326
Se -1.85216 -1.73338 -1.10080 -0.5 -0.3 0.4 0.094
Se -2.70188 -2.90442 0.81661 0.0 0.2 -0.5 0.093
Se -4.16719 -6.52334 -0.23151 -0.1 -0.1 0.1 0.298
C 5.62331 0.92709 4.75017 0.0 0.0 0.0 0.000
C 4.72721 1.97460 4.09714 0.0 0.0 0.0 0.000
C 4.33217 1.61359 2.66673 0.0 0.0 0.0 -0.001
C 3.25246 0.54298 2.56121 -0.1 -0.1 0.0 -0.010
N 1.99567 0.96784 3.16194 0.0 0.1 0.0 0.008
C 1.09858 1.80557 2.55992 0.0 -0.4 0.2 0.006
Se 1.18256 2.35842 0.82522 0.1 0.4 -0.1 0.017
N 0.11876 2.05558 3.46225 0.0 0.1 0.0 0.006
C -0.98067 2.99922 3.28764 -0.1 0.0 -0.1 -0.001
C -0.81523 4.26635 4.11810 0.0 0.0 0.0 -0.002
C 0.31727 5.20370 3.69484 0.0 0.0 0.0 0.003
C 1.72128 4.72254 4.06412 0.0 0.0 0.0 -0.007
C 0.36386 1.34996 4.62696 0.0 0.0 0.0 -0.001
C -0.37443 1.22091 5.79091 0.0 0.0 0.1 0.001
C 0.14003 0.38896 6.77618 0.0 0.0 0.0 0.001
C 1.34487 -0.29230 6.59587 0.0 0.0 0.0 0.001
C 2.07595 -0.17077 5.42166 0.0 0.0 0.1 0.000
C 1.56498 0.66503 4.44436 -0.1 0.0 -0.1 0.000
H 5.79905 1.14885 5.80394 0.0 0.0 0.0 0.000
H 6.59209 0.87923 4.24838 0.0 0.0 0.0 0.000
H 5.18097 -0.06932 4.69520 0.0 0.0 0.0 0.000
H 5.24178 2.93911 4.09197 0.0 0.0 0.0 0.000
H 3.82668 2.11987 4.70060 0.0 0.0 0.0 0.000
H 5.21062 1.25230 2.12148 0.0 0.0 0.0 0.000
H 3.97300 2.49405 2.12905 0.0 0.0 0.0 0.001
H 3.54091 -0.39271 3.04271 0.0 0.0 0.0 -0.005
H 3.05364 0.32746 1.51150 0.0 0.0 0.0 0.013
H -1.90566 2.48308 3.54191 0.0 0.0 0.0 0.002
H -1.03190 3.22726 2.22389 0.0 0.0 0.1 0.001
H -0.69232 4.01163 5.17672 0.0 0.0 0.0 0.000
H -1.76770 4.79718 4.03791 0.0 0.0 0.0 0.000
H 0.14523 6.17276 4.17316 0.0 0.0 0.0 0.000
H 0.25900 5.37380 2.61638 0.0 0.0 0.0 -0.001
H 1.74504 4.32698 5.08349 0.0 0.0 0.0 0.000
H 2.43973 5.54257 4.00851 0.0 0.0 0.0 0.000
H 2.07358 3.94433 3.38871 0.0 0.0 0.0 0.006
H -1.32321 1.72445 5.91121 0.0 0.0 0.0 0.000
H -0.41421 0.25204 7.69498 0.0 0.0 0.0 0.000
H 1.70649 -0.94768 7.37688 0.0 0.0 0.0 0.000
H 2.98789 -0.73049 5.27001 0.0 0.0 0.0 0.000
F -4.24133 0.70365 0.78004 -0.1 0.0 0.0 0.002
B -3.33759 1.34198 1.57873 0.1 0.0 0.0 -0.033
F -3.48580 2.73328 1.52984 0.0 0.1 0.0 0.001
F -3.36473 0.89405 2.90696 0.0 0.0 0.1 0.001
F -1.97581 1.05626 1.10139 0.1 0.1 0.0 0.024
```
Positions in Å, forces in eV/Å.

Properties
Energy = -425909.131 eV
Spin multiplicity = 5
Orbital gap (alpha / beta) = 4.651 / 5.182 eV
Charge = -2
⟨S²⟩ = 6.06



These records have ΔE to the lowest compared entry with this formula, charge and spin values of 1.8; 57.9; 12.1 kcal per mole, in the order they appear.